# 1
11
Properties=species:S:1:pos:R:3:forces:R:3 method="wB97M-V/def2-TZVPD" homo_energy_ev=-8.602 multiplicity=1 homo_lumo_gap_ev=4.74 largest_force_ev_per_a=3.812 relative_energy_kcal_mol=220.7
O -0.54136 -1.61222 0.13543 0.44 0.17 -1.44
C -0.67207 -0.84818 1.20164 0.76 1.55 3.40
C 0.57163 -0.05078 1.15044 -0.28 0.09 -1.44
C 0.68472 0.30246 -0.19006 -0.09 -0.18 0.68
O 0.09298 1.91042 -1.85830 -0.26 -0.08 -0.90
H -0.75472 -1.34915 2.19653 -0.16 -0.51 -0.49
H -1.45160 -0.06003 1.29818 -0.49 -0.35 -0.48
H 1.36545 0.24398 1.83113 -0.25 -0.34 0.41
H 1.57139 0.69305 -0.66790 0.09 -0.34 -0.27
H -0.24324 0.55972 -0.74548 0.12 0.16 -0.48
H -0.07154 2.19057 -2.79090 0.10 -0.17 1.01

# 2
44
Properties=species:S:1:pos:R:3:forces:R:3 method="wB97M-V/def2-TZVPD" homo_energy_ev=-9.449 multiplicity=1 homo_lumo_gap_ev=7.69 largest_force_ev_per_a=1.198 smiles="CCCOCO[P@@](=O)(O)OB(O)N(C)C.O=C1C=CC(=O)C=C1"
C -1.68538 1.22866 2.02769 -0.10 -0.29 0.09
C -2.13321 0.72601 0.64664 0.15 0.35 0.11
C -1.52355 1.47715 -0.54930 -0.23 -0.12 -0.13
O -0.96193 2.71323 -0.13635 0.00 0.02 -0.03
C -0.03916 3.26391 -1.01229 -0.11 0.06 -0.07
O 1.01226 3.84244 -0.25885 0.03 0.02 -0.05
P 2.07539 2.98692 0.54037 0.00 0.14 0.04
O 2.25235 3.39550 1.92793 0.04 -0.10 0.11
O 1.62879 1.45287 0.35039 0.08 -0.03 0.18
O 3.36579 3.06462 -0.35582 -0.18 -0.26 -0.31
B 4.16875 1.92580 -0.63040 0.56 0.41 -0.01
O 5.02307 1.48759 0.34615 -0.22 -0.24 0.14
N 4.15879 1.32537 -1.91337 -0.89 -0.43 0.68
C 3.01497 1.62793 -2.77131 0.28 0.05 -0.19
C 4.51107 -0.09824 -1.96129 0.38 0.14 -0.25
H -0.70560 1.70107 2.00940 -0.01 0.02 -0.01
H -2.39280 1.94612 2.44052 0.10 0.16 -0.08
H -1.65116 0.38747 2.72117 0.02 0.00 0.00
H -1.86400 -0.32565 0.56402 -0.12 0.04 -0.12
H -3.21949 0.80723 0.59150 -0.01 -0.15 -0.02
H -0.75801 0.86571 -1.04050 0.13 0.07 0.13
H -2.30140 1.66974 -1.29777 0.04 -0.03 -0.02
H -0.47483 4.08842 -1.57989 0.04 0.04 0.05
H 0.35406 2.51265 -1.70534 -0.01 -0.06 0.07
H 1.46239 1.05130 1.21705 -0.08 0.06 -0.18
H 4.81702 1.85396 1.21426 0.16 0.14 -0.12
H 3.18993 1.22168 -3.76849 0.02 0.08 -0.03
H 2.87690 2.70407 -2.85387 -0.03 -0.01 -0.01
H 2.09514 1.17120 -2.38445 0.00 0.01 -0.03
H 5.25244 -0.29177 -2.74003 -0.06 -0.02 -0.07
H 3.62361 -0.69987 -2.17581 -0.01 0.00 0.05
H 4.93343 -0.42373 -1.01448 0.01 0.04 0.01
C -3.93961 -2.98160 1.52858 -0.02 -0.01 0.00
C -4.75320 -3.97135 1.17226 0.01 0.01 0.00
C -4.21998 -5.29075 0.74430 0.01 0.02 0.01
O -4.95985 -6.19167 0.41780 -0.01 -0.02 -0.01
C -2.74385 -5.46212 0.73090 0.01 0.01 0.00
C -1.93090 -4.47174 1.08688 -0.01 -0.01 -0.01
C -2.46559 -3.15489 1.51387 -0.01 0.00 0.02
O -1.72628 -2.24945 1.83807 0.04 -0.10 0.04
H -4.30152 -2.01098 1.84369 0.02 0.01 0.00
H -5.83110 -3.87185 1.17413 0.00 -0.02 -0.01
H -2.38089 -6.43227 0.41650 -0.02 -0.01 0.00
H -0.85288 -4.57068 1.08555 0.00 0.02 0.01

# 3
19
Properties=species:S:1:pos:R:3:forces:R:3 method="wB97M-V/def2-TZVPD" homo_energy_ev=-15.223 multiplicity=1 homo_lumo_gap_ev=10.54 largest_force_ev_per_a=2.210 relative_energy_kcal_mol=27.1 total_charge=+1 smiles="C=[NH+]CCCCO"
C -1.26746 0.43927 -1.44077 1.07 -0.63 -0.01
O -1.75655 -0.11757 -0.19591 -0.38 -0.07 0.12
C 0.02047 1.18816 -1.10537 0.08 0.62 1.32
C 1.27994 0.38300 -0.78140 0.10 -0.45 1.05
C 0.99181 -0.71065 0.25269 -0.38 -0.16 -0.78
C 0.28692 -0.74274 2.53736 -0.61 -0.25 -0.97
N 0.11576 -0.27497 1.35797 0.70 -1.61 1.34
H -2.04692 1.08939 -1.80144 0.00 0.13 -0.60
H -0.95922 -0.37514 -2.10187 -0.78 -0.01 -0.33
H -2.53800 -0.67498 -0.25500 -0.10 0.13 -0.55
H 0.35827 1.94585 -1.82016 -0.80 -0.02 0.03
H -0.24953 1.65618 -0.13633 0.31 0.64 -0.67
H 2.00784 1.02377 -0.27191 -0.04 0.33 -0.59
H 1.76719 -0.08010 -1.65020 -0.21 0.12 0.21
H 1.89544 -1.14188 0.68756 -0.13 -0.04 -0.19
H 0.38190 -1.45518 -0.26716 0.30 -0.36 0.27
H -0.51485 -0.60914 3.25830 0.30 0.09 0.14
H 1.09721 -1.44988 2.68521 0.34 0.54 0.52
H -0.87023 -0.09339 1.04843 0.25 0.99 -0.30

# 4
143
Properties=species:S:1:pos:R:3:forces:R:3 method="wB97M-V/def2-TZVPD" homo_energy_ev="-6.913 / -6.914" multiplicity=1 homo_lumo_gap_ev="5.43 / 5.43" largest_force_ev_per_a=0.753 relative_energy_kcal_mol=33.6
Pt -0.03361 -0.10536 -0.55980 0.00 0.25 -0.16
C -0.82960 3.62646 -2.39063 0.01 0.05 -0.02
C -1.73465 4.48634 -3.28058 0.00 -0.02 -0.02
C -2.71578 5.26636 -2.39500 0.00 0.00 -0.02
C -0.88534 5.46642 -4.09359 -0.01 -0.01 -0.01
C -2.59926 3.68622 -4.27416 -0.01 0.02 -0.03
O -3.23551 4.23862 -5.15230 0.05 0.06 0.08
N -2.62122 2.33521 -4.06985 0.00 -0.05 0.04
C -3.40438 1.34564 -4.68238 -0.03 -0.12 0.02
C -4.28659 1.61448 -5.72278 -0.07 0.02 -0.09
C -5.04328 0.58147 -6.25914 0.00 -0.02 0.01
C -4.93111 -0.71343 -5.77854 -0.01 -0.01 0.00
C -4.04315 -0.98148 -4.74446 0.04 0.03 -0.03
C -3.27029 0.02848 -4.19238 0.02 0.21 -0.02
C -2.30166 -0.21690 -3.08012 0.17 -0.05 -0.17
C -0.98284 -0.44002 -3.39549 -0.15 0.06 0.17
C -0.48528 -0.53722 -4.76710 0.13 -0.01 -0.08
C 0.83671 -0.71496 -4.70859 -0.05 0.05 -0.05
C 1.21701 -0.77545 -3.29157 0.06 0.09 0.07
N 0.06873 -0.56473 -2.53046 -0.03 -0.21 0.01
C 2.48057 -0.99362 -2.85385 -0.19 -0.06 -0.10
C 2.77681 -1.18242 -1.42299 0.06 0.01 -0.23
C 4.17658 -1.04663 -0.89689 0.00 0.16 -0.03
C 4.20348 -0.27589 0.19627 0.15 0.00 -0.06
C 2.86862 0.11803 0.61666 -0.13 -0.12 0.11
C 2.42835 0.63813 1.77336 0.11 0.04 -0.21
C 1.03787 0.72320 2.16294 -0.19 0.01 -0.02
N -0.04378 0.44654 1.38440 0.10 0.04 0.05
C -1.15506 0.58412 2.18148 0.01 0.03 0.13
C -2.49038 0.46326 1.73063 -0.02 -0.09 -0.08
C -2.87124 0.24915 0.43005 -0.07 0.01 0.11
C -4.22470 0.23682 -0.05632 0.04 0.01 0.08
C -4.17114 0.07535 -1.39796 0.02 -0.03 -0.05
C -2.78102 -0.04827 -1.75586 0.04 0.03 0.22
N -2.01988 0.06025 -0.65420 0.00 0.12 -0.17
C -3.57786 0.52228 2.75254 -0.09 -0.17 0.02
C -3.98687 1.73243 3.29815 0.01 -0.07 -0.04
C -5.04000 1.77775 4.19764 -0.03 -0.01 0.03
C -5.68262 0.60264 4.55872 0.00 0.02 0.00
C -5.28007 -0.61844 4.03998 0.06 0.03 -0.02
C -4.22366 -0.66741 3.13595 0.09 0.11 -0.05
N -3.75623 -1.88206 2.58791 -0.12 0.14 0.05
C -4.52817 -2.94408 2.19551 -0.09 0.00 0.01
O -5.69983 -3.06041 2.50215 0.14 0.01 -0.02
C -3.82744 -3.99547 1.31873 -0.02 0.00 0.01
C -3.89069 -5.32779 2.07384 -0.03 0.02 -0.01
C -4.64769 -4.08882 0.02629 0.01 0.00 0.00
C -2.37414 -3.66749 0.97026 0.02 -0.03 0.03
C -0.75701 0.93747 3.48925 -0.09 -0.02 -0.16
C 0.61419 1.04458 3.46968 0.12 -0.01 -0.06
C 3.43889 1.18415 2.72109 -0.01 0.06 -0.01
C 4.21215 0.35502 3.52378 0.06 0.03 -0.08
C 5.19125 0.88898 4.34954 0.00 0.00 -0.02
C 5.37696 2.26274 4.39111 0.01 0.00 0.00
C 4.58121 3.09998 3.62355 -0.04 0.04 0.11
C 3.61759 2.57215 2.77504 0.01 -0.09 0.12
N 2.73430 3.40209 2.04274 -0.09 0.05 -0.06
C 2.88503 4.25475 0.96838 -0.11 0.05 -0.04
O 1.89049 4.83843 0.56982 0.19 -0.13 0.06
C 4.24369 4.43067 0.27721 -0.03 0.02 -0.06
C 5.06804 5.49258 1.01534 -0.01 0.01 0.02
C 3.95928 4.94736 -1.13630 0.12 0.02 0.03
C 5.01606 3.10966 0.16877 0.06 0.00 0.01
N 1.97532 -0.41211 -0.36714 -0.46 -0.43 0.41
C 3.59828 -1.14417 -3.82457 0.13 0.09 -0.01
C 3.64298 -2.28042 -4.63406 0.03 -0.04 0.00
C 4.65914 -2.47510 -5.55537 -0.06 -0.06 0.00
C 5.67413 -1.53901 -5.66874 0.06 0.04 -0.03
C 5.65338 -0.40998 -4.86850 -0.05 -0.04 -0.06
C 4.61705 -0.19193 -3.96604 -0.05 -0.08 -0.07
N 4.65716 0.99358 -3.16265 -0.11 0.04 -0.02
C 4.70958 2.30076 -3.64445 0.06 0.06 0.07
O 5.47285 3.07815 -3.10294 -0.02 -0.14 -0.12
C 3.68497 2.78140 -4.67920 0.00 0.00 0.00
C 2.29244 2.60603 -4.05486 -0.01 -0.09 -0.03
C 3.94009 4.26732 -4.92874 0.04 0.04 0.02
C 3.74603 2.04189 -6.02041 -0.02 -0.01 0.00
H -0.18684 4.27327 -1.78885 -0.03 -0.01 0.01
H -0.17287 2.97412 -2.97266 -0.04 0.00 0.01
H -1.40328 3.01330 -1.68956 0.00 -0.03 0.02
H -2.16106 5.90512 -1.70517 0.00 -0.01 0.00
H -3.33519 4.58573 -1.80607 -0.01 0.01 0.00
H -3.36836 5.88923 -3.00605 0.00 0.01 0.00
H -0.35583 6.14510 -3.42258 0.00 -0.02 0.01
H -1.51440 6.04788 -4.76557 0.00 0.00 0.01
H -0.14375 4.93542 -4.69386 0.02 0.00 -0.02
H -2.03703 1.99464 -3.32779 0.08 -0.04 0.10
H -4.37218 2.62461 -6.09330 -0.01 -0.07 0.01
H -5.73065 0.79886 -7.06662 0.00 0.01 0.00
H -5.52797 -1.50926 -6.20374 0.00 -0.01 0.00
H -3.94031 -1.98892 -4.35763 0.01 0.02 0.00
H -1.11239 -0.46037 -5.64049 0.01 -0.02 -0.02
H 1.53045 -0.81481 -5.52847 -0.04 -0.01 0.02
H 5.01617 -1.51609 -1.38623 0.01 0.01 0.01
H 5.08992 0.00266 0.74687 -0.01 -0.04 0.00
H -5.09872 0.36297 0.56294 0.01 0.00 -0.01
H -4.98824 0.03724 -2.09947 0.00 0.00 0.00
H -3.48221 2.64119 2.99538 0.01 0.01 -0.01
H -5.36072 2.72502 4.61001 0.00 0.00 0.00
H -6.50800 0.63229 5.25799 0.00 0.00 0.00
H -5.77964 -1.53147 4.31919 -0.01 -0.03 0.00
H -2.83843 -1.83663 2.18399 0.11 0.01 -0.05
H -4.91990 -5.55967 2.34524 0.01 0.00 0.00
H -3.29139 -5.29144 2.98603 0.00 0.00 0.00
H -3.50259 -6.13022 1.44350 0.00 0.00 0.00
H -5.68841 -4.31477 0.25260 0.00 0.00 -0.01
H -4.24259 -4.87731 -0.61141 0.00 0.00 0.01
H -4.60983 -3.14739 -0.52845 0.00 -0.01 0.01
H -1.73819 -3.60091 1.85742 -0.01 0.00 -0.01
H -2.28204 -2.74041 0.39718 -0.01 0.03 -0.02
H -1.96715 -4.46608 0.34731 -0.01 0.01 0.01
H -1.42218 1.10363 4.31828 -0.03 0.01 0.04
H 1.26840 1.29570 4.28863 0.01 -0.01 0.03
H 4.04766 -0.71487 3.48295 0.00 -0.01 0.01
H 5.79878 0.23917 4.96528 -0.01 -0.01 0.00
H 6.12698 2.68890 5.04481 -0.01 0.00 -0.01
H 4.68716 4.17298 3.70436 -0.03 -0.02 -0.01
H 1.75211 3.22492 2.20885 -0.05 0.06 0.10
H 4.53420 6.44412 1.03464 0.00 -0.01 0.01
H 6.01249 5.64188 0.48843 -0.01 0.00 -0.01
H 5.30114 5.20521 2.03923 0.01 -0.01 -0.03
H 3.37462 5.86368 -1.10601 -0.04 0.00 0.00
H 3.41371 4.20316 -1.71731 -0.03 0.07 0.05
H 4.90495 5.13368 -1.64820 -0.04 -0.03 0.02
H 5.47009 2.80624 1.11262 -0.02 -0.01 -0.05
H 5.80679 3.21946 -0.57355 0.02 0.05 0.00
H 4.35931 2.30844 -0.18130 0.00 0.05 0.00
H 2.85977 -3.02126 -4.52671 0.00 0.01 0.00
H 4.66560 -3.36306 -6.17396 -0.01 0.00 0.01
H 6.47967 -1.68823 -6.37575 0.00 0.01 0.01
H 6.43603 0.33458 -4.94995 0.00 0.01 0.01
H 5.31195 0.92099 -2.39648 0.05 -0.01 0.12
H 2.28193 2.92062 -3.00898 -0.04 0.02 -0.05
H 1.96086 1.56775 -4.10211 0.03 0.06 0.06
H 1.57306 3.22055 -4.60065 0.01 -0.04 -0.02
H 3.80652 4.84909 -4.01718 0.01 -0.01 -0.03
H 3.23702 4.62919 -5.68093 -0.01 0.00 0.00
H 4.95577 4.43825 -5.28594 -0.01 0.01 -0.01
H 3.49865 0.98540 -5.93266 0.00 -0.01 0.01
H 4.73001 2.13196 -6.48455 0.01 -0.02 0.00
H 3.01651 2.49730 -6.69347 0.01 0.00 -0.01
O 1.74821 -2.74505 0.35949 -0.18 -0.16 -0.29
C 1.97552 -1.88388 -0.41321 0.51 0.19 0.42

Number 1: DFT total energy -7294.1094 eV. Number 2: DFT total energy -40624.8529 eV. Number 3: DFT total energy -8909.4540 eV. Number 4: DFT total energy -93852.5499 eV.